(1)
Entry from OMol25: a gas-phase ion, C6H9N4 (charge +1) (ωB97M-V with the def2-TZVPD basis set).

Last column: Mulliken charge in e.
Geometry (Å):
C1 2.295 1.131 0.103  -0.0722
C2 0.805 -0.536 -0.063  -0.7289
C3 0.201 0.775 -0.117  0.5942
C4 -2.331 0.950 0.157  -0.0503
C5 -2.884 -1.373 -0.474  -0.2091
C6 3.103 -1.239 0.148  -0.8006
N1 1.196 1.785 0.085  -0.5600
N2 2.073 -0.248 -0.015  0.1908
N3 -1.063 1.314 -0.009  -0.1643
N4 -3.090 -0.236 0.029  -0.0637
H1 3.239 1.580 0.338  0.4030
H2 -2.838 1.817 0.428  0.3629
H3 -1.970 -1.610 -0.856  0.2996
H4 -3.689 -2.074 -0.571  0.2816
H5 4.064 -0.687 0.104  0.3345
H6 2.926 -1.843 1.115  0.2734
H7 3.024 -1.870 -0.818  0.3017
H8 -1.085 2.327 -0.079  0.2908
H9 -3.976 0.037 0.496  0.3166

Values from the calculation:
HOMO-LUMO gap (alpha / beta) = 7.0 / 6.5 eV
total charge = +1

***

(2)
Entry from OMol25: a gas-phase ion, C6H9N4 (charge +1) (ωB97M-V with the def2-TZVPD basis set).

Last column: Mulliken charge in e.
Geometry (Å):
C1 -0.168 0.100 2.281  -0.2411
C2 -0.754 0.456 -0.603  0.5266
C3 2.917 -0.575 -0.018  -0.8651
C4 -0.797 0.148 -1.994  -0.4102
C5 1.970 0.254 -0.459  0.0027
C6 -1.536 0.468 1.676  -0.4728
N1 0.815 0.412 1.537  -0.2160
N2 -1.874 0.319 -2.600  -0.4600
N3 0.952 0.766 0.364  -0.0420
N4 -1.608 0.052 0.233  -0.1746
H1 -0.143 -0.267 3.286  0.4445
H2 3.546 -1.102 -0.665  0.2786
H3 3.197 -0.704 0.962  0.3068
H4 0.038 -0.210 -2.468  0.4556
H5 1.764 0.486 -1.460  0.4841
H6 -2.466 0.064 2.035  0.4186
H7 -1.640 1.552 1.663  0.3212
H8 -2.198 0.156 -3.514  0.2629
H9 -2.556 -0.453 0.044  0.3803

Values from the calculation:
HOMO-LUMO gap (alpha / beta) = 7.5 / 7.5 eV
total charge = +1

***

Most stable structure: (1)

***

(1)
Entry from OMol25: 15 unconnected molecules or ions with the total composition C30H90O15 (ωB97M-V with the def2-TZVPD basis set).

Last column: Mulliken charge in e.
Geometry (Å):
C1 0.086 -5.402 1.199  -0.6987
C2 -1.266 -4.891 1.620  0.1306
O1 -1.659 -5.395 2.913  -0.5321
H1 0.390 -4.861 0.298  -0.1387
H2 0.042 -6.471 0.994  0.4034
H3 0.866 -5.198 1.931  0.2146
H4 -2.073 -5.117 0.914  0.5906
H5 -1.331 -3.802 1.705  -0.2667
H6 -2.298 -6.094 2.755  0.3247
C3 -3.226 4.785 -1.255  -1.4843
C4 -1.991 3.905 -1.185  1.0828
O2 -0.979 4.269 -2.110  -0.5443
H7 -3.985 4.491 -0.525  0.3736
H8 -3.767 4.651 -2.198  0.4426
H9 -2.957 5.830 -1.115  0.3302
H10 -2.226 2.849 -1.342  -0.4531
H11 -1.567 3.893 -0.178  -0.1288
H12 -1.354 4.130 -2.987  0.2950
C5 2.056 -2.535 -3.194  -0.2069
C6 1.593 -3.909 -2.728  0.3118
O3 2.498 -4.909 -3.222  -0.6314
H13 2.311 -2.613 -4.249  0.4313
H14 3.005 -2.280 -2.706  0.1427
H15 1.350 -1.747 -2.939  -0.3105
H16 0.619 -4.111 -3.179  0.1730
H17 1.521 -4.003 -1.644  -0.2591
H18 3.099 -5.155 -2.514  0.3460
C7 -0.310 -1.053 -5.469  -1.1665
C8 -1.023 0.003 -4.625  -0.0883
O4 -1.130 -0.418 -3.281  0.5388
H19 -0.671 -2.037 -5.181  0.2487
H20 0.760 -0.908 -5.297  0.1792
H21 -0.396 -0.908 -6.549  0.3855
H22 -2.006 0.260 -5.046  0.3524
H23 -0.514 0.967 -4.705  0.2146
H24 -1.960 -0.914 -3.199  -0.5183
C9 5.467 1.399 0.343  -1.1601
C10 4.404 1.372 -0.764  0.2446
O5 4.613 2.456 -1.651  -0.5176
H25 5.269 0.577 1.033  0.1333
H26 5.425 2.344 0.885  0.2664
H27 6.471 1.322 -0.077  0.3749
H28 3.431 1.421 -0.268  -0.1546
H29 4.472 0.393 -1.248  0.4163
H30 5.070 2.131 -2.430  0.3342
C11 -3.774 -2.154 1.998  -0.8059
C12 -4.878 -1.205 2.462  0.1786
O6 -4.336 -0.237 3.352  -0.5228
H31 -3.606 -2.911 2.769  0.5068
H32 -2.841 -1.622 1.812  -0.0442
H33 -4.083 -2.677 1.090  0.3172
H34 -5.731 -1.681 2.956  0.3316
H35 -5.320 -0.714 1.591  -0.1647
H36 -3.449 -0.488 3.617  0.2999
C13 2.019 -2.028 4.997  -1.3174
C14 0.888 -2.411 4.069  1.1443
O7 -0.256 -2.948 4.707  -0.5237
H37 2.879 -1.677 4.432  0.2513
H38 2.363 -2.868 5.609  0.4267
H39 1.684 -1.262 5.698  0.3203
H40 1.169 -3.114 3.280  -0.3583
H41 0.544 -1.497 3.578  -0.2401
H42 -0.072 -3.743 5.213  0.3086
C15 -2.816 -3.071 -2.046  0.0379
C16 -3.848 -2.937 -3.136  -0.5162
O8 -3.664 -1.681 -3.881  -0.5471
H43 -2.978 -3.974 -1.458  0.2900
H44 -2.628 -2.170 -1.458  -0.2240
H45 -1.826 -3.202 -2.507  -0.0411
H46 -4.881 -2.914 -2.798  0.3151
H47 -3.717 -3.675 -3.926  0.3601
H48 -4.503 -1.214 -3.780  0.2849
C17 4.391 -2.216 0.695  -0.6839
C18 3.683 -2.888 1.879  0.6940
O9 4.162 -4.220 2.002  -0.5871
H49 3.906 -1.255 0.541  -0.3121
H50 4.303 -2.842 -0.196  0.3184
H51 5.461 -2.167 0.892  0.4855
H52 2.601 -2.880 1.737  -0.2285
H53 3.943 -2.259 2.734  0.0302
H54 3.975 -4.507 2.902  0.3075
C19 3.093 4.781 1.028  -0.8543
C20 1.901 4.717 0.077  0.9099
O10 1.661 5.931 -0.616  -0.5619
H55 2.810 4.736 2.088  0.1894
H56 3.614 5.738 0.934  0.4529
H57 3.874 4.029 0.909  -0.1340
H58 1.004 4.419 0.633  -0.0581
H59 2.124 3.927 -0.641  -0.2919
H60 1.170 6.492 -0.007  0.3670
C21 -3.232 2.662 2.325  -0.6343
C22 -1.929 2.751 3.096  -0.4203
O11 -0.812 2.557 2.229  -0.1871
H61 -3.273 1.684 1.846  -0.0698
H62 -3.259 3.415 1.535  0.0838
H63 -4.051 2.815 3.022  0.4977
H64 -1.873 1.938 3.829  0.3168
H65 -1.869 3.709 3.619  0.3447
H66 -0.001 2.855 2.661  -0.0801
C23 0.620 -1.063 0.133  0.4381
C24 -0.269 0.163 0.230  0.9459
O12 0.576 1.299 0.096  0.6879
H67 0.054 -2.001 0.197  -0.0862
H68 1.327 -1.093 0.962  -0.4356
H69 1.116 -1.082 -0.837  -0.3212
H70 -0.716 0.130 1.231  0.2580
H71 -1.044 0.192 -0.540  -0.9210
H72 0.135 2.036 0.543  -0.5876
C25 2.453 1.765 3.070  0.1381
C26 2.332 2.649 4.294  -0.6640
O13 1.026 3.279 4.399  -0.4988
H73 2.161 2.284 2.157  -0.2835
H74 1.983 0.784 3.091  -0.1183
H75 3.534 1.588 3.014  0.3748
H76 3.052 3.468 4.266  0.4177
H77 2.531 2.055 5.192  0.3864
H78 1.192 4.160 4.744  0.2593
C27 1.649 1.888 -3.208  0.7857
C28 1.761 3.200 -3.966  -0.7370
O14 1.686 4.299 -3.076  -0.4217
H79 0.753 1.750 -2.597  -0.1778
H80 2.456 1.689 -2.503  -0.6210
H81 1.655 1.004 -3.862  0.3992
H82 0.938 3.257 -4.693  0.2658
H83 2.705 3.256 -4.505  0.3013
H84 0.819 4.261 -2.650  0.3404
C29 -4.033 0.962 -1.666  -0.2336
C30 -4.980 -0.052 -1.063  0.2326
O15 -5.836 -0.614 -2.055  -0.6620
H85 -3.727 0.708 -2.679  0.1162
H86 -3.120 0.993 -1.067  -0.5890
H87 -4.405 1.988 -1.642  0.4856
H88 -5.503 0.432 -0.233  0.5285
H89 -4.378 -0.880 -0.666  -0.3111
H90 -6.342 -1.319 -1.640  0.3239

Values from the calculation:
HOMO-LUMO gap = 9.4 eV

***

(2)
Entry from OMol25: 15 unconnected molecules or ions with the total composition C30H90O15 (ωB97M-V with the def2-TZVPD basis set).

Last column: Mulliken charge in e.
Geometry (Å):
C1 -2.227 -2.598 -3.019  -0.6639
C2 -0.984 -3.340 -3.457  -0.4113
O1 0.136 -2.991 -2.627  -0.6886
H1 -3.000 -2.806 -3.761  0.5481
H2 -2.052 -1.526 -2.970  -0.0308
H3 -2.572 -2.986 -2.060  0.0416
H4 -0.751 -3.129 -4.509  0.3831
H5 -1.141 -4.424 -3.433  0.3471
H6 0.846 -3.616 -2.809  0.2007
C3 -2.174 0.597 3.554  1.0337
C4 -2.576 1.196 4.892  -0.5663
O2 -2.140 0.383 5.973  -0.6346
H7 -2.387 1.289 2.740  -0.3928
H8 -2.690 -0.359 3.428  0.2309
H9 -1.111 0.349 3.553  -0.6678
H10 -3.650 1.383 4.977  0.4215
H11 -2.111 2.190 5.007  0.1038
H12 -1.516 -0.274 5.631  0.4037
C5 -0.491 -2.606 2.907  0.6150
C6 -0.923 -2.628 4.362  -0.8746
O3 -0.291 -1.587 5.105  -0.6045
H13 -0.869 -1.694 2.440  -0.2810
H14 -0.949 -3.431 2.355  -0.1567
H15 0.589 -2.699 2.797  0.0917
H16 -0.671 -3.595 4.813  0.5185
H17 -2.003 -2.530 4.458  0.2591
H18 0.616 -1.842 5.289  0.3140
C7 2.698 -0.287 -3.717  0.4593
C8 4.121 -0.448 -4.200  -0.6833
O4 4.201 -0.856 -5.552  -0.5766
H19 2.088 -1.185 -3.822  0.0730
H20 2.188 0.490 -4.303  0.0383
H21 2.687 0.086 -2.689  -0.2766
H22 4.675 -1.161 -3.592  0.2979
H23 4.640 0.511 -4.066  0.3513
H24 3.802 -0.175 -6.100  0.3207
C9 3.435 -1.449 1.457  0.3063
C10 4.072 -1.858 0.140  -0.0649
O5 5.104 -0.967 -0.230  -0.6633
H25 2.455 -1.918 1.609  -0.3926
H26 3.220 -0.378 1.461  -0.3251
H27 4.073 -1.665 2.315  0.4768
H28 3.303 -1.833 -0.647  -0.0925
H29 4.476 -2.867 0.176  0.4743
H30 4.702 -0.080 -0.261  0.2802
C11 -1.198 0.873 -4.693  -0.3718
C12 -0.609 0.035 -5.807  -0.3382
O6 -1.475 -0.063 -6.939  -0.5779
H31 -1.362 1.925 -4.937  0.5474
H32 -0.492 0.933 -3.853  -0.2743
H33 -2.113 0.421 -4.310  0.2278
H34 -0.322 -0.954 -5.455  0.0433
H35 0.347 0.485 -6.122  0.3686
H36 -1.562 0.822 -7.304  0.3378
C13 0.012 3.625 -2.509  -0.6477
C14 1.506 3.505 -2.731  -0.2187
O7 2.153 3.223 -1.483  -0.5707
H37 -0.247 4.482 -1.885  0.4894
H38 -0.446 2.719 -2.110  -0.1966
H39 -0.513 3.794 -3.458  0.4237
H40 1.885 4.431 -3.167  0.3315
H41 1.702 2.638 -3.356  -0.0157
H42 2.028 3.958 -0.870  0.2096
C15 1.695 1.352 3.633  0.1314
C16 1.269 2.305 4.719  -0.1906
O8 1.826 3.592 4.400  -0.6150
H43 2.731 1.024 3.760  0.6036
H44 1.616 1.789 2.638  -0.4630
H45 1.111 0.430 3.693  -0.2803
H46 1.636 1.968 5.694  0.4607
H47 0.178 2.379 4.796  -0.0472
H48 1.702 4.216 5.121  0.2849
C17 -3.891 0.194 -1.123  -0.7692
C18 -3.780 -0.083 0.378  0.1591
O9 -2.964 -1.222 0.618  0.0591
H49 -2.894 0.510 -1.438  -0.1274
H50 -4.643 0.973 -1.262  0.4571
H51 -4.237 -0.675 -1.678  0.3121
H52 -4.778 -0.276 0.776  0.5248
H53 -3.351 0.774 0.899  -0.5338
H54 -2.055 -1.122 0.256  -0.1102
C19 -1.261 4.807 3.070  -1.2614
C20 -0.539 4.158 1.903  0.9683
O10 0.848 4.461 1.926  -0.6106
H55 -1.132 5.892 3.021  0.3749
H56 -0.866 4.494 4.038  0.2944
H57 -2.338 4.621 3.036  0.2280
H58 -0.972 4.474 0.954  0.0654
H59 -0.663 3.065 1.972  -0.4340
H60 1.211 4.187 2.793  0.3933
C21 -0.021 0.820 0.320  0.5446
C22 0.388 -0.263 -0.638  1.4338
O11 -0.521 -1.368 -0.536  1.7843
H61 -0.026 0.438 1.341  -0.6752
H62 -1.028 1.177 0.082  -0.2413
H63 0.660 1.664 0.198  0.5976
H64 1.415 -0.618 -0.510  -0.8537
H65 0.324 0.104 -1.675  -0.8792
H66 -0.344 -1.964 -1.290  -1.0865
C23 1.433 -5.037 -0.135  0.3443
C24 1.668 -6.464 -0.543  -0.5319
O12 2.618 -6.458 -1.611  -0.5269
H67 0.976 -4.931 0.847  0.1754
H68 0.846 -4.446 -0.843  -0.4486
H69 2.383 -4.494 -0.073  0.1094
H70 0.747 -6.941 -0.894  0.2777
H71 2.059 -7.033 0.307  0.3738
H72 2.930 -7.353 -1.765  0.2882
C25 5.579 3.020 0.439  -1.3703
C26 4.349 2.255 0.885  0.1595
O13 3.769 1.468 -0.142  -0.0432
H73 5.321 3.798 -0.287  0.2827
H74 6.290 2.365 -0.067  0.3030
H75 6.072 3.484 1.293  0.3860
H76 3.592 2.913 1.327  0.1333
H77 4.654 1.582 1.694  0.3013
H78 3.233 2.027 -0.732  0.1027
C27 -3.537 4.049 -1.320  -0.8764
C28 -4.138 3.586 -0.021  0.2445
O14 -4.359 4.751 0.790  -0.6055
H79 -4.173 4.787 -1.809  0.4589
H80 -3.419 3.230 -2.031  0.2042
H81 -2.571 4.488 -1.074  0.0042
H82 -3.444 2.950 0.549  -0.2305
H83 -5.044 2.977 -0.126  0.4800
H84 -4.765 4.482 1.618  0.3239
C29 -2.376 -5.036 0.178  -0.3334
C30 -3.507 -4.524 1.061  -0.1998
O15 -4.305 -3.586 0.352  -0.6176
H85 -1.842 -4.221 -0.317  -0.3907
H86 -2.723 -5.704 -0.612  0.4377
H87 -1.670 -5.608 0.792  0.3152
H88 -3.104 -4.105 1.992  -0.0042
H89 -4.158 -5.357 1.338  0.3756
H90 -3.829 -2.731 0.425  0.2883

Values from the calculation:
HOMO-LUMO gap = 10.0 eV

***

Most stable structure: (2)